[1]
{
  "formula": "C3H11NO3",
  "method": "the ωB97M-V functional and the def2-TZVPD basis",
  "elements": ["O", "O", "O", "N", "C", "C", "C", "H", "H", "H", "H", "H", "H", "H", "H", "H", "H", "H"],
  "coordinates": [[1.56, -1.91, 1.61], [0.36, 1.26, -1.82], [-2.53, 1.41, -0.80], [-0.71, -0.79, -0.40], [0.84, 1.04, -0.50], [1.00, -0.63, 1.35], [0.68, -0.42, -0.12], [-2.07, 0.55, -0.69], [1.89, 1.32, -0.48], [0.29, 1.65, 0.21], [0.10, -0.46, 1.97], [1.39, -1.07, -0.64], [1.72, 0.12, 1.68], [-0.92, -1.68, 0.05], [-0.76, -1.02, -1.39], [0.86, -2.53, 1.83], [-0.49, 1.73, -1.74], [-3.19, 1.43, -0.10]],
  "homo_ev": -10.09,
  "smiles": "NC(CO)CO.O",
  "e_lumo_ev": 0.6
}



[2]
{
  "formula": "C3H11NO3",
  "method": "the ωB97M-V functional and the def2-TZVPD basis",
  "elements": ["O", "O", "O", "N", "C", "C", "C", "H", "H", "H", "H", "H", "H", "H", "H", "H", "H", "H"],
  "coordinates": [[-0.35, -1.36, -0.05], [0.26, 0.51, 2.12], [-2.12, 2.86, 4.01], [1.06, -0.13, -1.27], [-0.24, -1.95, -2.35], [0.18, -1.14, -1.13], [1.57, 0.50, -2.48], [2.65, 0.63, -2.39], [1.39, -0.13, -3.35], [0.41, -1.86, -3.22], [-0.03, 0.09, 2.95], [1.12, 1.46, -2.71], [1.12, 0.50, -0.49], [-1.22, -1.62, -2.68], [-0.06, -0.15, 1.44], [-0.23, -2.97, -1.96], [-1.72, 2.25, 4.65], [-2.32, 2.15, 3.40]],
  "homo_ev": -10.03,
  "smiles": "CNC(C)=O.O.O",
  "e_lumo_ev": 0.7
}



[3]
{
  "formula": "C3H11NO3",
  "method": "the ωB97M-V functional and the def2-TZVPD basis",
  "elements": ["O", "O", "O", "N", "C", "C", "C", "H", "H", "H", "H", "H", "H", "H", "H", "H", "H", "H"],
  "coordinates": [[1.26, -2.28, 0.85], [-0.68, -0.61, -2.54], [-0.43, 3.23, 1.42], [-0.74, -0.60, -0.11], [-1.36, -0.21, -1.37], [0.60, -0.02, 0.02], [1.53, -0.87, 0.93], [0.54, -2.55, 1.47], [-0.59, 3.30, 0.46], [1.40, -0.55, 1.96], [-2.37, -0.62, -1.26], [-0.67, -1.61, -0.02], [0.53, 0.85, 0.69], [-0.22, -1.46, -2.51], [1.07, 0.23, -0.93], [-1.13, 3.73, 1.80], [2.57, -0.84, 0.61], [-1.31, 0.87, -1.47]],
  "homo_ev": -9.19,
  "smiles": "OCCNCO.O",
  "e_lumo_ev": 0.8
}



[4]
{
  "formula": "C3H11NO3",
  "method": "the ωB97M-V functional and the def2-TZVPD basis",
  "elements": ["O", "O", "O", "N", "C", "C", "C", "H", "H", "H", "H", "H", "H", "H", "H", "H", "H", "H"],
  "coordinates": [[1.93, 1.12, -1.16], [-0.88, -2.44, -0.37], [2.87, -1.78, 0.39], [-1.28, 1.85, -0.64], [-1.91, 0.72, -1.01], [-0.97, 1.83, 0.79], [-1.18, 0.75, 1.67], [-2.62, 0.18, -0.30], [-0.37, 0.42, 2.40], [0.99, 1.38, -0.91], [-2.13, 0.32, 1.68], [-0.09, -2.24, -0.91], [-0.56, -2.50, 0.56], [-1.59, 0.23, -1.95], [3.53, -1.79, -0.27], [2.64, -2.69, 0.45], [-0.68, 2.78, 1.18], [2.32, 1.86, -1.61]],
  "multiplicity": 2,
  "homo_ev": [-14.35, -14.35],
  "charge": 1,
  "e_lumo_ev": [-7.0, -7.9]
}



[5]
{
  "formula": "C3H11NO3S",
  "method": "the ωB97M-V functional and the def2-TZVPD basis",
  "elements": ["S", "O", "O", "O", "N", "C", "C", "C", "H", "H", "H", "H", "H", "H", "H", "H", "H", "H", "H"],
  "coordinates": [[-2.99, 0.15, 0.51], [1.82, 2.24, 0.99], [0.67, -1.50, -3.01], [0.13, 0.72, 2.37], [1.58, -1.16, -0.92], [0.62, -1.00, -1.87], [-1.45, -0.77, -0.36], [-0.64, -0.12, -1.40], [1.44, -0.59, -0.15], [1.44, 1.87, 1.74], [-1.34, 0.27, -2.13], [-0.05, -0.01, 1.80], [-0.66, 0.76, 2.90], [-2.34, 1.20, 0.78], [-0.93, -1.08, 0.57], [-0.13, 0.82, -1.04], [2.21, -1.92, -0.84], [2.60, 1.81, 0.82], [-1.98, -1.67, -0.75]],
  "multiplicity": 2,
  "homo_ev": [0.59, -5.11],
  "charge": -1,
  "e_lumo_ev": [3.0, 3.0]
}



[6]
{
  "formula": "C3H11NO4",
  "method": "the ωB97M-V functional and the def2-TZVPD basis",
  "elements": ["O", "O", "O", "O", "N", "C", "C", "C", "H", "H", "H", "H", "H", "H", "H", "H", "H", "H", "H"],
  "coordinates": [[-3.38, 0.53, -0.09], [-1.29, -0.43, -0.80], [1.47, -2.23, 0.63], [-1.45, 0.35, 1.51], [2.50, -0.08, -0.25], [0.36, 0.91, 0.13], [1.46, 0.66, -0.88], [-0.69, -0.18, 0.42], [0.82, 1.10, 1.16], [3.26, 0.62, -0.15], [1.16, 0.10, -1.85], [-0.32, 1.72, -0.25], [1.85, -1.39, 0.22], [-2.34, 0.62, 1.05], [-4.30, 0.25, 0.24], [1.82, -2.88, -0.02], [-0.31, -1.13, 0.77], [1.79, 1.62, -1.28], [-2.40, -0.17, -0.56]],
  "homo_ev": -9.28,
  "e_lumo_ev": -4.8
}



[7]
{
  "formula": "C3H11NO4",
  "method": "the ωB97M-V functional and the def2-TZVPD basis",
  "elements": ["O", "O", "O", "O", "N", "C", "C", "C", "H", "H", "H", "H", "H", "H", "H", "H", "H", "H", "H"],
  "coordinates": [[0.38, -0.74, -2.70], [-1.13, 2.27, -1.20], [0.75, -1.16, 2.11], [2.50, 0.10, 0.11], [-0.60, 0.06, 0.51], [-0.40, -0.96, -0.49], [-0.50, -0.44, -1.91], [-0.46, -0.41, 1.92], [2.47, 0.92, -0.38], [0.52, -1.54, -0.32], [-1.27, -1.11, 2.08], [-0.62, 0.33, 2.73], [-1.21, -1.77, -0.37], [-1.18, 0.31, -2.37], [-2.16, 2.17, -1.21], [1.49, -0.60, 1.86], [0.19, 0.70, 0.41], [2.30, -0.56, -0.56], [-1.09, 2.43, -0.23]],
  "homo_ev": -9.66,
  "smiles": "O=CCNCO.O.O",
  "e_lumo_ev": 0.5
}



[8]
{
  "formula": "C3H11NOP",
  "method": "the ωB97M-V functional and the def2-TZVPD basis",
  "elements": ["P", "O", "N", "C", "C", "C", "H", "H", "H", "H", "H", "H", "H", "H", "H", "H", "H"],
  "coordinates": [[1.67, 1.28, 0.20], [1.63, -1.54, 0.51], [-0.36, -0.77, -0.52], [-1.99, 1.02, 0.10], [-1.36, -0.37, 0.52], [1.14, -0.45, -0.38], [-2.85, 1.20, 0.87], [2.23, 1.86, -1.02], [-1.91, -1.31, 0.54], [2.39, -1.14, 1.06], [-1.19, 1.82, 0.02], [2.91, 0.67, 0.72], [-0.23, -1.79, -0.50], [1.73, -0.77, -1.30], [-0.78, -0.12, 1.43], [-2.40, 0.87, -0.82], [-0.63, -0.46, -1.45]],
  "homo_ev": -14.15,
  "smiles": "CC[NH2+][C@H](O)P",
  "charge": 1,
  "e_lumo_ev": -3.4
}



[9]
{
  "formula": "C3H11NOS",
  "method": "the ωB97M-V functional and the def2-TZVPD basis",
  "elements": ["S", "O", "N", "C", "C", "C", "H", "H", "H", "H", "H", "H", "H", "H", "H", "H", "H"],
  "coordinates": [[-1.02, -1.65, 0.79], [1.37, 0.06, -0.95], [2.86, -0.03, 1.14], [-2.61, 0.41, -0.38], [1.93, 0.76, 0.14], [-1.61, -0.86, -0.70], [1.33, -0.80, -0.51], [-0.87, -0.50, -1.44], [-2.96, 0.69, -1.37], [-3.16, -0.19, 0.31], [1.14, 1.25, 0.70], [2.54, 1.60, -0.23], [-2.06, 1.24, -0.03], [3.33, 0.71, 1.74], [-1.50, -0.67, 1.60], [3.55, -0.44, 0.51], [-2.26, -1.60, -1.32]],
  "multiplicity": 2,
  "homo_ev": [0.93, -5.62],
  "charge": -1,
  "e_lumo_ev": [2.0, 3.2]
}



[10]
{
  "formula": "C3H11NOS",
  "method": "the ωB97M-V functional and the def2-TZVPD basis",
  "elements": ["S", "O", "N", "C", "C", "C", "H", "H", "H", "H", "H", "H", "H", "H", "H", "H", "H"],
  "coordinates": [[1.31, -0.36, 2.54], [-1.14, 1.29, -4.04], [-1.40, 0.75, -1.12], [0.08, -0.92, 0.00], [1.29, -0.22, 0.72], [-1.24, -0.18, 0.00], [2.14, -0.75, 0.27], [-0.78, 1.55, -1.10], [-2.33, 0.87, -1.46], [-1.30, 0.36, 0.95], [-0.25, 1.46, -3.69], [1.43, 0.83, 0.45], [0.43, -1.34, -0.93], [-1.26, 0.40, -3.72], [-2.10, -0.85, -0.14], [-0.07, -1.76, 0.69], [0.91, -1.65, 2.75]],
  "multiplicity": 2,
  "homo_ev": [1.15, -5.20],
  "charge": -1,
  "e_lumo_ev": [3.3, 3.6]
}



[11]
{
  "formula": "C3H11NOS",
  "method": "the ωB97M-V functional and the def2-TZVPD basis",
  "elements": ["S", "O", "N", "C", "C", "C", "H", "H", "H", "H", "H", "H", "H", "H", "H", "H", "H"],
  "coordinates": [[1.36, 0.79, -1.06], [1.94, -0.40, 2.08], [-0.90, -0.30, 1.21], [-0.13, -0.41, -1.25], [-2.64, -0.61, -0.38], [-1.30, 0.11, -0.22], [-1.24, 1.16, -0.30], [-1.79, -0.74, 1.55], [-3.18, -0.39, -1.44], [-0.39, -0.30, -2.27], [2.76, 0.03, 1.73], [0.06, 0.20, 1.33], [1.33, 0.20, 2.48], [-3.36, -0.21, 0.42], [0.23, -1.32, -0.76], [1.44, 1.01, 0.26], [-2.49, -1.60, 0.04]],
  "homo_ev": -8.75,
  "smiles": "C[C@@H](N)CS.O",
  "e_lumo_ev": 0.6
}



[12]
{
  "formula": "C3H11NOS",
  "method": "the ωB97M-V functional and the def2-TZVPD basis",
  "elements": ["S", "O", "N", "C", "C", "C", "H", "H", "H", "H", "H", "H", "H", "H", "H", "H", "H"],
  "coordinates": [[-0.10, 1.28, -0.62], [2.66, -1.39, 0.90], [0.45, -2.37, 0.69], [-1.70, 2.13, -0.15], [-3.00, 1.67, -0.79], [1.92, -2.46, 0.44], [-1.60, 3.19, -0.56], [-1.65, 1.89, 0.94], [2.15, -3.58, 0.95], [0.11, -3.24, 0.48], [-3.57, 0.89, -0.34], [-3.73, 2.51, -0.83], [-2.92, 1.40, -1.87], [0.58, 1.41, 0.57], [0.27, -2.33, 1.72], [2.24, -0.57, 0.51], [1.97, -2.42, -0.66]],
  "homo_ev": -8.85,
  "smiles": "CCS.NCO",
  "e_lumo_ev": 0.8
}



Q: Number 7 is which compound?
A: C3H11NO4